C27H57N2O5S2 | ωB97M-V/def2-TZVPD

Cartesian coordinates (Å):
1 C 7.44045 2.05559 1.34111
2 C 5.93217 2.37564 1.54745
3 C 5.01207 1.46881 0.68825
4 C 4.38569 2.15525 -0.53711
5 N 3.24290 1.35412 -1.02398
6 C 1.92702 2.00970 -0.86249
7 C 0.89233 0.95225 -1.36660
8 C 0.97746 -0.36540 -0.58026
9 C 0.06306 -1.45156 -1.18073
10 C -1.45095 -1.10270 -1.10011
11 C -2.23629 -2.04362 -0.15113
12 C -2.58562 -1.34836 1.16602
13 C -3.57869 -0.16132 0.97839
14 C -2.87951 1.16502 1.33931
15 O -3.30528 1.71076 2.61355
16 C -2.76656 0.96316 3.62590
17 C -1.40179 1.33695 4.19191
18 O -3.35118 0.06630 4.09218
19 C 1.82059 3.21825 -1.85891
20 C 0.90243 4.32957 -1.32402
21 C 0.98605 5.50995 -2.33664
22 C -0.57954 3.96134 -1.23891
23 N 1.50498 4.82290 -0.06333
24 O 2.66408 5.33825 -0.28022
25 C 1.48248 3.85262 1.04219
26 C 0.20980 4.04362 1.91124
27 C 2.64727 4.11145 2.02234
28 C 1.54740 2.33847 0.61252
29 H 7.60733 1.45746 0.44409
30 H 7.81102 1.47549 2.18341
31 H 7.98903 2.98474 1.19046
32 H 5.69916 2.14731 2.58766
33 H 5.75730 3.43950 1.39478
34 H 4.27030 0.96049 1.30131
35 H 5.64255 0.66663 0.30110
36 H 5.14186 2.11510 -1.32676
37 H 4.16259 3.21690 -0.38770
38 H 3.34530 1.24115 -2.02808
39 H 1.02452 0.74633 -2.43342
40 H -0.12866 1.31063 -1.23205
41 H 1.98792 -0.77162 -0.56063
42 H 0.67568 -0.24161 0.46351
43 H 0.20665 -2.34233 -0.56164
44 H 0.38910 -1.74590 -2.17940
45 H -1.51771 -0.10201 -0.67064
46 H -1.85244 -1.13242 -2.11153
47 H -3.15570 -2.36756 -0.68327
48 H -1.68565 -2.95577 0.08907
49 H -3.07550 -2.07988 1.81364
50 H -1.68458 -1.03094 1.69575
51 H -4.45006 -0.33339 1.60004
52 H -3.84904 -0.08166 -0.07386
53 H -3.05855 1.93631 0.59038
54 H -1.78946 1.04641 1.37009
55 H -1.54664 2.21012 4.82578
56 H -1.04629 0.47890 4.74446
57 H -0.71808 1.54288 3.36786
58 H 1.33761 2.83013 -2.76066
59 H 2.77698 3.63022 -2.17262
60 H 0.25649 5.33928 -3.12700
61 H 1.97632 5.56019 -2.77764
62 H 0.81592 6.45112 -1.81817
63 H -0.90714 3.71114 -2.24420
64 H -1.12477 4.86249 -0.94503
65 H -0.81881 3.18685 -0.51588
66 H 0.42120 3.70971 2.92478
67 H -0.06619 5.09643 1.95594
68 H -0.63807 3.45509 1.55961
69 H 2.58342 3.33243 2.78255
70 H 3.61846 4.02314 1.55381
71 H 2.48416 5.06467 2.52545
72 H 2.27523 1.85340 1.25755
73 H 0.59235 1.87918 0.85621
74 C -6.64164 -4.30485 -2.40870
75 S -5.25152 -4.66294 -1.32326
76 O -4.02940 -4.09518 -1.96277
77 C -5.23791 -6.43707 -1.61708
78 H -6.80535 -3.22874 -2.40734
79 H -6.41536 -4.63903 -3.42166
80 H -7.53244 -4.80882 -2.03334
81 H -5.10276 -6.63413 -2.68199
82 H -6.17678 -6.86962 -1.26956
83 H -4.40869 -6.87129 -1.05776
84 C -0.44337 -8.55170 0.20775
85 S -1.14802 -6.94792 -0.20038
86 O -2.57028 -6.96739 0.23978
87 C -1.14054 -7.17860 -1.98268
88 H -0.39666 -8.63500 1.29178
89 H -1.07413 -9.34554 -0.19334
90 H 0.56281 -8.62086 -0.20620
91 H -1.72715 -8.06045 -2.24329
92 H -0.11298 -7.29024 -2.32933
93 H -1.58574 -6.29440 -2.43761

Forces on atoms 1 to 6 (eV/Å):
-0.6077 0.3371 -0.2628
0.3132 -0.9615 -0.0313
0.5053 0.5609 0.0098
0.2219 -0.9068 -0.1760
-0.0539 0.8496 0.2298
-0.7623 -0.4481 -1.1750

Results
- E (eV) = -63807.3720
- HOMO (alpha / beta) (eV) = -8.3 / -8.7
- molar mass (g/mol) = 553.90
- charge = 0
- F_max (eV Å⁻¹) = 3.1
- frontier orbital gap (alpha / beta) (eV) = 8.91 / 9.02
- 2S+1 = 2
- ⟨S²⟩ = 0.7541